The following is a quantum chemistry calculation of a single C12H14N2 molecule, from OMol25.

Last column: natural (NBO) charge in e.
Atoms and positions in Å:
C1 -1.27 -1.66 -0.24  0.4771
C2 0.99 -1.21 -0.06  0.1455
C3 2.23 -1.72 0.36  -0.2206
C4 3.36 -0.94 0.35  -0.2034
C5 3.25 0.41 -0.05  -0.2333
C6 2.05 0.90 -0.47  -0.1948
C7 0.88 0.14 -0.48  -0.0669
C8 -0.44 0.61 -0.99  -0.2378
C9 -0.79 2.04 -0.55  -0.3911
C10 -1.21 1.89 0.91  -0.4197
C11 -1.74 0.48 1.08  -0.4016
C12 -1.60 -0.19 -0.32  -0.2783
H1 -2.05 -3.49 -0.20  0.4017
H2 -3.17 -2.26 -0.66  0.3870
H3 2.33 -2.74 0.72  0.2211
H4 4.32 -1.27 0.76  0.2118
H5 4.12 1.06 -0.10  0.2087
H6 2.02 1.91 -0.89  0.2028
H7 -0.51 0.54 -2.07  0.2210
H8 0.03 2.77 -0.67  0.2165
H9 -1.62 2.41 -1.17  0.2032
H10 -0.37 1.98 1.63  0.2168
H11 -1.95 2.68 1.17  0.2124
H12 -2.80 0.43 1.36  0.2141
H13 -1.19 -0.07 1.85  0.2218
H14 -2.49 -0.09 -0.95  0.2098
N1 -2.32 -2.50 -0.19  -0.7882
N2 -0.08 -2.13 -0.12  -0.5356

The HOMO-LUMO gap is 8.564 eV. The value obtained for the highest occupied orbital energy is -7.78 eV. The charge is 0. For the energy relative to the best compared isomer or geometry (same formula, charge and spin), the calculation gives 0.0 kcal/mol. Its total energy is -15652.01994 eV.

The following is a quantum chemistry calculation of 2 unconnected molecules or ions with the total composition C4H9NO2, from OMol25.

Last column: natural (NBO) charge in e.
Atoms and positions in Å:
C1 -1.01 1.08 -0.54  -0.6345
C2 -0.92 0.16 0.67  0.0926
C3 -1.59 -1.13 0.60  -0.1134
O1 -0.21 -1.11 0.84  -0.5277
N1 1.63 0.71 0.28  -0.7649
C4 2.22 -0.15 -0.45  0.4280
O2 1.77 -1.38 -0.67  -0.6958
H1 -0.51 2.04 -0.39  0.2252
H2 -2.09 1.28 -0.68  0.2107
H3 -0.64 0.65 -1.47  0.2255
H4 -0.85 0.69 1.62  0.2065
H5 -2.21 -1.50 1.41  0.1847
H6 -1.83 -1.48 -0.41  0.1783
H7 0.95 -1.49 -0.12  0.5042
H8 2.13 1.59 0.29  0.3476
H9 3.16 0.02 -0.98  0.1331

The HOMO-LUMO gap is 10.885 eV. The value obtained for the highest occupied orbital energy is -9.84 eV. The charge is 0. For the energy relative to the best compared isomer or geometry (same formula, charge and spin), the calculation gives 68.4 kcal/mol. Its total energy is -9877.09532 eV.